[1]
Below is 8 unconnected molecules or ions with the total composition C18H53NO15 in a non-equilibrium geometry, with properties calculated with the ωB97M-V functional and the def2-TZVPD basis.

Last column: Mulliken charge in e.
Geometry (Å):
O 18.1912 17.6816 6.3270  -0.554
O 16.2860 21.0976 -1.8066  -0.536
O 15.9303 17.1927 3.4721  -0.317
O 20.4080 22.3563 1.1183  -0.558
O 20.0288 19.8667 6.7018  -0.587
O 15.9513 15.3804 -0.7134  -0.411
O 18.0853 20.7206 1.8608  -0.616
O 20.5395 16.7178 1.6775  -0.665
O 17.4401 16.8830 1.2081  -0.008
O 19.2223 13.2480 3.8222  -0.270
O 13.8772 17.5728 5.6656  -0.520
O 22.3135 16.8149 4.8063  -0.549
O 15.7981 12.3229 -0.9617  -0.537
O 20.6458 7.1619 5.4236  -0.321
O 16.0978 18.3293 -1.1163  -0.309
N 20.3462 9.7031 4.1904  -0.432
C 18.1363 13.8626 3.1787  -0.655
C 19.1773 9.0186 4.7773  -0.521
C 22.1270 16.9865 3.4330  -0.597
C 18.3109 18.7175 5.3514  -0.189
C 19.3583 7.4394 4.8299  -0.563
C 15.0534 18.9315 -1.8818  -0.320
C 13.5533 17.3032 4.2492  -0.677
C 16.8811 13.2969 -0.8206  -0.501
C 20.2960 11.1826 4.4462  -0.610
C 20.8340 5.7304 5.6875  -0.758
C 14.6822 16.4873 3.5334  -0.241
C 15.0127 20.4184 -1.5010  -0.366
C 20.7868 16.2805 3.0062  0.407
C 19.7835 19.2941 5.4119  0.479
C 16.6394 14.5423 -1.6262  -0.447
C 19.1198 11.7996 3.7304  -0.585
C 20.4601 21.1262 1.8192  -0.463
C 19.3604 20.2635 1.4569  0.300
H 19.1604 11.5637 2.6670  0.340
H 19.0786 6.9042 3.9225  0.394
H 13.4878 18.4242 5.8782  0.309
H 14.2701 20.9402 -2.1046  0.308
H 16.9254 16.2123 0.7592  0.093
H 14.1964 18.3235 -1.5918  0.297
H 18.2687 9.3062 4.2483  0.315
H 17.8682 12.8837 -1.0278  0.403
H 19.6256 16.5748 1.4207  0.202
H 20.1764 11.2837 5.5249  0.335
H 14.4185 16.3764 2.4816  0.285
H 13.3650 18.2647 3.7715  0.384
H 19.4834 19.3238 1.9953  -0.110
H 22.9050 16.4039 2.9396  0.363
H 17.5232 19.9524 1.7360  0.309
H 21.9271 15.9709 5.0514  0.336
H 16.2594 17.5069 4.3175  0.163
H 21.1497 9.4382 4.7422  0.241
H 18.3166 13.9315 2.1059  0.357
H 21.2537 11.5879 4.1196  0.334
H 18.0431 14.9115 3.4603  -0.049
H 17.0272 20.5364 -1.5674  0.296
H 12.5942 16.7897 4.1816  0.364
H 14.6998 15.5477 4.0856  0.242
H 18.5880 7.1113 5.5278  0.363
H 18.1215 18.2994 4.3627  -0.260
H 16.2105 17.4016 -1.3359  0.149
H 19.9913 16.7799 3.5593  -0.203
H 17.6330 14.9785 -1.7293  0.331
H 20.4079 18.4348 5.1672  0.142
H 17.2596 13.5295 3.7342  0.552
H 21.3226 20.5487 1.4865  0.228
H 18.2386 11.2925 4.1232  0.328
H 19.0407 9.3736 5.7988  0.340
H 14.9150 20.6870 -0.4492  0.230
H 20.7686 15.1949 3.1028  0.313
H 22.2463 18.0344 3.1577  0.217
H 17.6220 19.5617 5.3801  0.351
H 19.9389 20.0853 4.6785  -0.102
H 20.4735 21.3502 2.8858  0.239
H 14.9709 12.7998 -0.8620  0.307
H 20.4358 5.0366 4.9471  0.302
H 16.0848 14.4415 -2.5591  0.335
H 16.8634 17.2038 1.9015  0.151
H 15.0057 15.2186 -0.6783  0.176
H 20.9766 20.0181 6.6809  0.346
H 21.1621 22.9316 1.2660  0.307
H 16.9872 13.3834 0.2608  0.341
H 15.2551 18.7917 -2.9438  0.276
H 20.5251 5.4326 6.6894  0.290
H 21.9134 5.6189 5.7904  0.259
H 18.2334 18.1192 7.1804  0.367
H 19.5156 19.9139 0.4362  0.307

Values from the calculation:
SMILES   COCCNCCOC.OCCO.OCCO.OCCO.OCCO.OCCO.OCCO.O
E_tot   -51720.8610 eV
Frontier orbital gap   8.8 eV
LUMO   -0.21 eV
E_HOMO   -0.333 hartree
Spin multiplicity   1

[2]
Below is a molecular structure, C18H54N13O12Pd in a non-equilibrium geometry, with properties calculated with the ωB97M-V functional and the def2-TZVPD basis.

Last column: Löwdin spin population.
Geometry (Å):
Pd 19.8546 -17.0028 -30.5743  1.471
O 20.3628 -11.3176 -26.6622  0.000
O 18.7391 -10.5025 -30.8594  0.000
O 16.1969 -15.5208 -25.4208  0.000
O 21.9449 -16.1861 -30.9081  0.056
O 17.5970 -13.9312 -30.0960  0.023
O 18.9743 -15.1082 -31.4593  0.077
O 18.1121 -18.0193 -29.7204  0.052
O 20.7726 -14.1387 -35.9847  0.000
O 14.7416 -13.8475 -33.8751  0.000
O 20.7215 -18.4653 -25.7685  0.000
O 17.6314 -9.2765 -35.2507  0.000
O 19.1344 -15.2774 -29.4442  0.175
N 23.9032 -15.2479 -31.2263  0.002
N 20.5448 -13.1330 -27.9371  0.001
N 17.8884 -15.6776 -26.9276  0.001
N 22.1528 -14.0166 -31.3561  -0.001
N 16.1879 -14.4619 -27.4433  0.000
N 18.6279 -12.3015 -27.5424  0.000
N 15.5705 -14.6046 -31.8911  0.000
N 20.2060 -15.7630 -34.5629  0.000
N 19.2046 -11.0675 -33.7619  0.000
N 19.6766 -13.7869 -34.0494  0.001
N 20.8945 -18.1521 -28.9446  0.091
N 15.7543 -12.0348 -29.9326  0.000
N 16.9043 -13.6796 -33.2584  0.000
C 20.2981 -14.4844 -34.9429  0.000
C 16.6970 -15.3127 -26.5558  0.000
C 21.0924 -17.2307 -27.8306  0.004
C 16.7625 -17.6727 -29.8453  0.004
C 18.5607 -14.7127 -30.3529  0.014
C 19.6811 -11.5014 -31.3984  0.000
C 18.5068 -18.8470 -28.5914  0.003
C 19.9461 -19.2760 -28.6007  0.004
C 19.8733 -12.2044 -27.3172  0.000
C 20.2649 -11.1845 -32.7782  0.000
C 18.5064 -10.2685 -35.8223  0.000
C 21.2713 -18.8543 -24.4955  0.000
C 19.4276 -9.4248 -30.2909  0.000
C 21.7110 -17.7474 -26.5340  0.004
C 19.7221 -10.4897 -34.9597  0.000
C 22.5825 -15.1813 -31.1076  0.006
C 16.8390 -8.6448 -36.2169  0.000
C 15.6390 -13.9849 -33.0301  0.000
H 19.5955 -12.8038 -34.2661  0.000
H 17.1464 -13.1731 -34.0980  0.000
H 20.5323 -19.4000 -23.9089  0.000
H 21.6049 -17.9640 -23.9624  0.000
H 16.0924 -18.5135 -30.0248  0.001
H 16.3842 -12.8151 -30.0525  0.000
H 20.2915 -19.8490 -27.7402  0.002
H 24.4525 -14.4131 -31.3731  0.001
H 22.5138 -18.4615 -26.7172  0.000
H 21.1629 -13.8419 -31.4548  0.000
H 19.0846 -12.4132 -31.4282  0.000
H 21.5516 -13.1559 -28.0136  0.000
H 22.0813 -16.9251 -25.9217  0.000
H 22.1772 -19.4596 -24.5285  0.000
H 20.0359 -13.8413 -28.4465  0.000
H 15.5401 -11.9604 -28.9484  0.000
H 20.9712 -11.9670 -33.0556  0.000
H 16.1293 -7.9613 -35.7507  0.000
H 15.2885 -14.0512 -27.2370  0.000
H 18.7313 -8.6714 -29.9225  0.000
H 21.8394 -18.5022 -29.0136  0.004
H 16.6085 -16.9864 -30.6780  0.000
H 16.1915 -9.3579 -36.7271  0.000
H 18.3450 -18.3052 -27.6595  0.000
H 18.8297 -9.9768 -36.8216  0.000
H 18.2188 -12.9270 -28.2218  0.000
H 18.3286 -15.4407 -27.8052  0.000
H 18.0505 -11.5597 -27.1730  0.000
H 24.3230 -16.1661 -31.2544  0.000
H 20.1103 -9.8104 -29.5337  0.000
H 17.9225 -11.1769 -35.9712  0.000
H 22.8805 -13.3470 -31.5617  0.000
H 16.4419 -17.2366 -28.8992  0.000
H 14.7364 -15.0953 -31.6020  0.000
H 20.1467 -9.5025 -34.7775  0.000
H 20.0708 -8.9242 -31.0147  0.000
H 14.8803 -12.2088 -30.4079  0.000
H 17.4819 -8.1217 -36.9248  0.000
H 17.8473 -19.7002 -28.4328  0.001
H 16.7479 -14.3737 -28.2792  0.000
H 21.6674 -16.3624 -28.1522  0.000
H 16.1355 -11.1994 -30.3531  0.000
H 20.5076 -16.4954 -35.1895  0.000
H 18.4758 -16.0436 -26.1919  0.000
H 20.8620 -10.2753 -32.7082  0.000
H 20.0679 -20.0378 -29.3707  0.000
H 19.3169 -14.1769 -33.1899  0.000
H 17.5257 -13.8872 -32.4897  0.000
H 20.1367 -16.7559 -27.6083  0.000
H 19.6691 -16.0036 -33.7419  0.000
H 20.3678 -11.2124 -35.4585  0.000
H 16.4801 -14.6971 -31.4620  0.000
H 20.4981 -11.7238 -30.7120  0.000
H 18.4465 -10.5332 -33.3621  0.000

Values from the calculation:
E_tot   -66957.2620 eV
Frontier orbital gap (alpha / beta)   8.8 / 6.4 eV
LUMO (alpha / beta)   -2.67 / -5.05 eV
Net charge   +1
E_HOMO (alpha / beta)   -0.421 / -0.421 hartree
Spin multiplicity   3

[3]
Below is 9 unconnected molecules or ions with the total composition C18H54O9 in a non-equilibrium geometry, with properties calculated with the ωB97M-V functional and the def2-TZVPD basis.

Last column: Mulliken charge in e.
Geometry (Å):
O -143.4868 -141.3512 -51.3894  -0.498
O -144.5214 -147.1539 -51.8593  -0.139
O -147.2138 -147.8167 -51.6609  -0.535
O -142.4325 -141.4229 -48.6529  -0.415
O -143.7678 -146.0933 -44.4756  -0.507
O -143.9222 -145.7456 -47.2928  -0.468
O -146.1858 -144.0481 -53.5687  -0.647
O -143.1193 -147.4195 -49.4914  -0.424
O -147.0612 -138.8661 -49.2565  -0.585
C -147.9580 -139.9698 -49.4324  -0.512
C -141.0765 -148.5510 -49.9280  -1.367
C -146.8766 -144.4550 -52.4613  0.761
C -141.2806 -140.6597 -48.7249  -0.468
C -144.2496 -144.3982 -47.5775  0.209
C -143.6216 -147.4998 -52.8591  -0.052
C -144.3249 -147.9192 -54.1114  -1.176
C -140.2383 -141.0160 -47.6884  -1.028
C -148.5940 -148.6585 -49.8921  -1.307
C -145.0252 -140.3738 -52.9099  -1.282
C -141.6913 -144.7038 -44.5277  -0.861
C -144.4910 -140.3562 -51.4899  0.916
C -142.3901 -146.0782 -44.4116  -0.272
C -142.2914 -148.5190 -49.0074  -0.158
C -147.5690 -141.3152 -48.8983  -0.171
C -144.6382 -144.2735 -49.0208  -1.573
C -147.1511 -148.1713 -50.3226  0.488
C -147.7285 -143.4612 -52.1478  -1.365
H -140.3496 -149.3758 -49.7742  0.354
H -141.8362 -148.5439 -48.0666  0.405
H -149.4463 -147.9532 -50.2747  0.261
H -145.2826 -143.5494 -53.5449  0.347
H -143.7440 -148.2740 -54.8914  0.446
H -145.2935 -148.6098 -53.7702  0.202
H -143.0737 -140.8594 -48.3256  0.250
H -143.6503 -145.9926 -46.3651  0.107
H -143.9718 -147.1128 -51.1305  0.260
H -141.9174 -144.1969 -45.3658  0.161
H -145.0147 -143.2795 -49.1816  -0.126
H -145.1325 -144.3246 -46.9559  0.245
H -146.6085 -141.5598 -49.3464  -0.385
H -142.7287 -149.4515 -49.3234  0.217
H -140.6876 -144.6665 -44.2862  0.428
H -148.6051 -143.2676 -52.7805  0.330
H -146.7462 -147.2193 -49.6469  -0.106
H -148.0502 -139.9147 -50.4742  0.342
H -148.2656 -143.5116 -51.1450  0.259
H -140.4602 -140.4891 -46.7454  0.276
H -141.4451 -139.5730 -48.5488  0.369
H -148.4440 -142.1445 -49.1088  0.190
H -141.3193 -148.3964 -50.8923  0.261
H -142.9532 -146.5980 -52.9576  0.328
H -145.1892 -140.5542 -50.8289  -0.477
H -143.9492 -139.2854 -51.1912  0.154
H -148.7106 -148.6556 -48.8521  0.398
H -147.4272 -142.4855 -52.0070  0.380
H -147.3851 -138.0404 -49.6607  0.319
H -143.9673 -145.4052 -43.6984  0.354
H -143.2485 -141.3244 -50.4047  0.243
H -148.8986 -139.5416 -49.1195  0.433
H -146.4759 -147.3291 -51.9363  0.158
H -146.1270 -144.7009 -51.7041  -0.248
H -147.5653 -141.2250 -47.7700  0.377
H -143.5409 -147.0151 -48.7102  0.146
H -140.8108 -140.5944 -49.5816  0.462
H -143.3015 -143.7822 -47.1439  -0.118
H -146.5830 -149.0651 -50.3364  0.231
H -147.4688 -145.2636 -52.6375  0.231
H -149.0722 -149.5167 -50.4621  0.306
H -140.1996 -142.0340 -47.2538  0.255
H -142.0437 -146.6519 -43.3427  0.240
H -140.5482 -147.6561 -49.8995  0.462
H -145.5331 -139.5006 -53.1883  0.475
H -145.4967 -141.2825 -53.1970  0.044
H -145.4412 -144.8214 -49.1904  0.612
H -144.3372 -140.3730 -53.7360  0.426
H -144.8007 -146.9896 -54.5691  0.186
H -142.9356 -148.3125 -52.5918  0.195
H -144.0153 -144.6726 -49.5964  0.951
H -139.0681 -140.8077 -47.9639  0.266
H -142.2020 -143.9608 -43.8548  0.311
H -141.9175 -146.6749 -45.1764  0.242

Values from the calculation:
SMILES   CCO.CCO.CCO.CCO.CCO.CCO.CCO.CCO.CCO
E_tot   -37958.0617 eV
Frontier orbital gap   9.6 eV
LUMO   0.38 eV
E_HOMO   -0.338 hartree
Spin multiplicity   1